Computed, not measured: a structure of composition C20H22CaN9O4S4, with the ωB97M-V functional and the def2-TZVPD basis.

As for the charge: -1. The value obtained for the energy relative to the best compared isomer or geometry (same formula, charge and spin) is 0.0 kcal/mol. The value obtained for the HOMO-LUMO gap is 5.24 eV.

Each line ends with the Mulliken charge.
Geometry (Å):
H  6.7075  -0.7408  -1.0170  0.2949
C  2.9298  2.2332  -4.4074  -0.9446
H  5.9563  1.0850  -3.4675  0.3263
H  2.4289  2.8867  -5.1079  0.3782
S  -0.8866  -1.6423  -2.1355  -0.2717
H  -7.0379  -0.6009  2.8889  0.3530
H  -4.0955  -0.3656  3.7655  0.3686
O  -5.2409  2.1283  4.2496  -0.7037
H  -2.1920  -1.0294  0.5298  0.3190
H  -6.4823  -0.4099  4.5612  0.3683
S  -5.1021  1.5752  2.9267  1.2640
C  -3.3413  1.7081  0.8261  -1.2522
O  -6.1013  1.8521  1.9251  -0.6695
C  -1.0733  0.7792  0.4808  0.5932
C  0.6699  -4.7650  0.0096  -0.0436
Ca  1.5402  -0.8167  -0.9755  1.1359
H  -3.9572  2.3197  0.1787  0.3152
H  -2.7512  1.7012  2.9283  0.3954
N  0.0803  1.0823  -0.1006  0.0243
C  -1.4296  -0.5123  1.1126  -1.2358
H  4.7925  -3.6036  1.5544  0.2501
N  4.4895  -1.6289  0.2744  -1.1285
S  2.1566  -1.2728  1.7018  -0.4873
H  -3.5360  3.1953  2.3977  0.3486
C  6.0278  -1.0300  -1.8215  -1.4069
H  3.3895  -3.4991  2.5347  0.2541
N  0.7482  -5.6248  0.7728  -0.5937
H  1.1181  1.6008  -3.4414  0.6009
H  -4.6510  -0.5876  2.0952  0.3023
H  0.7595  2.8811  -1.0554  0.6563
H  6.4669  -0.7683  -2.7804  0.4047
C  -0.0370  2.3547  -0.5564  -1.1756
O  -1.1345  4.8998  -1.1080  -0.6514
N  -1.7862  4.1379  -0.4172  1.0662
O  -2.8304  4.4320  0.1488  -0.6284
H  -0.5539  -1.1566  1.1599  0.1458
C  3.6574  -1.9831  1.2434  0.5963
C  0.6294  -3.6959  -0.9536  0.4818
H  5.9347  -2.1159  -1.7603  0.3252
C  4.0820  0.5098  -2.5852  0.4797
C  -1.2749  2.8287  -0.2366  0.2518
H  -6.0967  -1.8840  3.6587  0.4055
N  -2.6213  -3.7136  0.2955  -0.6208
H  4.9288  2.6176  -5.1011  0.4115
C  -3.5302  2.1102  2.2829  -0.4317
H  -1.7951  -0.3657  2.1319  0.2215
N  2.7462  0.6893  -2.5904  -0.1568
C  2.2000  1.5173  -3.4763  -0.2570
C  -1.6774  -3.4411  -0.3114  0.0339
N  4.0962  -3.0251  1.9984  -0.4930
N  -1.9422  1.8148  0.4196  0.3937
C  4.3062  2.0735  -4.4022  -0.2962
C  4.6696  -0.4318  -1.6075  0.6412
S  2.1238  -3.4357  -1.7959  -0.3018
C  -6.2213  -0.8051  3.5802  -1.4288
C  4.8844  1.2082  -3.4917  -0.9350
N  3.9576  -0.7351  -0.5775  0.2481
C  -4.9233  -0.1918  3.0754  -0.2395
H  -3.6225  0.6697  0.6632  0.5020
C  -0.5529  -3.0128  -1.0905  0.1957